{"formula": "C21H16N8O9Re", "method": "the ωB97M-V functional and the def2-TZVPD basis", "spin_multiplicity": 2, "total_charge": 2, "symbols": ["Re", "N", "C", "C", "C", "C", "C", "N", "C", "C", "C", "C", "C", "N", "H", "H", "H", "H", "H", "H", "H", "H", "H", "C", "N", "C", "C", "C", "O", "N", "C", "O", "H", "H", "H", "H", "H", "O", "N", "O", "C", "C", "C", "C", "O", "C", "C", "N", "O", "O", "N", "O", "O", "H", "H"], "coordinates": [[-0.236179, -0.166788, -0.441070], [2.291582, -1.320149, 1.257551], [2.360596, -1.673075, -0.075341], [3.545158, -2.272618, -0.510717], [3.686002, -2.609979, -1.831309], [2.633691, -2.355306, -2.715109], [1.501074, -1.772375, -2.231499], [1.342472, -1.419910, -0.917480], [1.231219, -1.022141, 2.075886], [1.382125, -1.209015, 3.450507], [0.365433, -0.840681, 4.295213], [-0.833023, -0.343320, 3.768053], [-0.954596, -0.254045, 2.416035], [0.101931, -0.483322, 1.567038], [3.141601, -1.520228, 1.763439], [4.338542, -2.457968, 0.200632], [4.601651, -3.068178, -2.179981], [2.703039, -2.601951, -3.763969], [0.663883, -1.546020, -2.872267], [2.299066, -1.637100, 3.832038], [0.493299, -0.938188, 5.365168], [-1.657850, -0.063599, 4.405536], [-1.799469, 0.241148, 1.963092], [-4.243645, -4.031452, 0.916000], [-3.482051, -3.158156, 0.009252], [-3.707551, -3.150576, -1.321167], [-3.012887, -2.369457, -2.198643], [-2.042275, -1.557728, -1.607214], [-1.204300, -0.753245, -2.180322], [-1.823814, -1.541324, -0.277707], [-2.511622, -2.350208, 0.611788], [-2.298653, -2.373601, 1.799560], [-4.996129, -4.557937, 0.337266], [-4.720592, -3.428824, 1.684037], [-3.572193, -4.743335, 1.389320], [-4.485678, -3.820831, -1.661528], [-3.198638, -2.376586, -3.259627], [1.722479, 7.368818, -0.628082], [0.660896, 6.815949, -0.478672], [-0.401178, 7.327428, -0.217769], [0.662236, 5.338891, -0.626119], [1.856472, 4.696122, -0.909745], [1.845292, 3.324984, -1.027575], [0.670142, 2.582175, -0.912368], [0.704245, 1.271622, -1.177337], [-0.500659, 3.277087, -0.593968], [-0.519304, 4.661085, -0.459936], [-1.748493, 2.575145, -0.370609], [-1.738431, 1.327365, -0.163097], [-2.769888, 3.180471, -0.330801], [3.121785, 2.621101, -1.258887], [3.920568, 3.162979, -1.975427], [3.270122, 1.561022, -0.677209], [2.772635, 5.260563, -1.029216], [-1.430114, 5.195248, -0.225630]], "forces_ev_per_a": [[-0.3393, -0.2394, 0.6664], [-0.0134, -0.1214, 0.0246], [0.0072, 0.1099, -0.0197], [0.0006, 0.0011, -0.0053], [0.0085, -0.0070, 0.0044], [-0.0085, -0.0078, -0.0009], [-0.0365, -0.0376, 0.0206], [0.1164, 0.0049, -0.0049], [0.0577, 0.1042, 0.0434], [0.0699, 0.0140, -0.0463], [-0.1507, 0.0474, -0.0067], [0.0285, -0.2833, 0.0829], [0.5922, 1.2223, 0.1451], [-0.2418, -0.4315, -0.4394], [-0.0117, -0.0383, 0.0028], [0.0021, 0.0007, -0.0016], [-0.0001, -0.0005, 0.0016], [-0.0022, 0.0033, -0.0012], [0.0077, 0.0047, -0.0083], [0.0112, 0.0252, -0.0017], [-0.0179, -0.0378, -0.0013], [-0.0065, 0.0021, -0.0084], [-0.1874, -0.3658, -0.0487], [-0.0146, -0.0131, -0.0138], [-0.0101, 0.0415, 0.1356], [0.0191, 0.0212, -0.0553], [-0.0475, -0.0252, 0.0690], [0.0646, 0.0916, -0.1752], [-0.0816, -0.0274, -0.0919], [0.1736, -0.0529, -0.0262], [0.0070, 0.0527, -0.2385], [-0.0640, -0.1477, 0.0160], [0.0041, -0.0007, -0.0028], [0.0009, 0.0019, -0.0004], [0.0023, 0.0052, 0.0041], [-0.0011, -0.0002, 0.0045], [0.0022, -0.0004, -0.0023], [0.0315, 0.0162, -0.0137], [0.0036, -0.0262, 0.0231], [-0.0343, 0.0150, -0.0011], [-0.0083, 0.0013, -0.0052], [0.0051, -0.0078, 0.0025], [-0.0032, 0.0218, -0.0082], [-0.0326, -0.0315, -0.0454], [0.1280, 0.1002, 0.0359], [-0.0053, -0.0015, 0.0045], [0.0026, 0.0018, -0.0054], [0.0286, 0.0052, -0.0081], [-0.0451, -0.0146, -0.0046], [-0.0149, 0.0080, 0.0033], [-0.0089, -0.0058, 0.0077], [0.0090, 0.0071, -0.0102], [0.0023, -0.0054, 0.0077], [-0.0005, -0.0005, -0.0010], [0.0012, 0.0007, -0.0019]]}


{"formula": "C21H17ClN2O2", "method": "the ωB97M-V functional and the def2-TZVPD basis", "spin_multiplicity": 1, "smiles": "CCc1c(C#N)c(-c2ccc(-c3ccccc3Cl)cc2)c(C(=O)O)n1C", "total_charge": 0, "symbols": ["C", "C", "C", "C", "C", "N", "C", "C", "C", "C", "C", "C", "C", "C", "C", "C", "C", "Cl", "C", "C", "C", "C", "O", "O", "N", "C", "H", "H", "H", "H", "H", "H", "H", "H", "H", "H", "H", "H", "H", "H", "H", "H", "H"], "coordinates": [[-4.767366, 2.935017, 2.147100], [-4.277633, 2.739014, 0.640413], [-3.354884, 1.538645, 0.482429], [-2.016845, 1.583100, 0.749219], [-1.292621, 2.772750, 1.308696], [-0.763345, 3.738429, 1.800508], [-1.377562, 0.207294, 0.475638], [0.068106, -0.114524, 0.249785], [1.009598, 0.068893, 1.269950], [2.376457, -0.189161, 0.973948], [2.781294, -0.668391, -0.282207], [4.165612, -1.037184, -0.541140], [5.177028, -0.033641, -0.298576], [6.507497, -0.305734, -0.377246], [6.916350, -1.551757, -0.793915], [6.043977, -2.538607, -1.147008], [4.606328, -2.287598, -1.032064], [3.501203, -3.691561, -1.261438], [1.873139, -0.701916, -1.345104], [0.541302, -0.319048, -1.040407], [-2.414466, -0.542064, 0.011444], [-2.319901, -1.849015, -0.636031], [-1.526518, -2.637761, -0.204169], [-3.118227, -2.187195, -1.665291], [-3.591067, 0.197296, -0.014535], [-4.917944, -0.362532, -0.490616], [-5.444284, 3.780254, 2.191901], [-3.830667, 3.146127, 2.700866], [-5.277342, 2.083656, 2.553692], [-3.886116, 3.670728, 0.277921], [-5.191540, 2.586606, -0.029423], [0.611476, 0.306751, 2.267163], [3.124099, -0.148448, 1.762982], [4.946876, 1.009803, -0.056431], [7.326450, 0.299383, -0.318555], [7.958270, -1.852617, -0.879569], [6.401637, -3.538042, -1.595465], [2.039745, -1.153730, -2.286688], [-0.065414, -0.418946, -1.958153], [-2.660678, -3.039274, -1.866451], [-5.796397, 0.161972, -0.172978], [-4.987502, -0.412237, -1.622047], [-5.098126, -1.244734, 0.051853]], "forces_ev_per_a": [[1.6242, 0.4262, -1.4671], [-2.9372, -1.8466, 0.2021], [0.4539, -1.4152, -1.0088], [2.8542, -0.9431, 0.8272], [1.2665, 2.6921, 1.4862], [-2.5225, -4.6851, -2.4410], [-0.5587, 2.2625, -0.3494], [-0.0456, 1.6983, 0.3124], [0.6753, -0.7693, -0.5176], [-0.9838, -0.2251, 0.4202], [-0.8181, 0.3462, -0.5367], [2.1484, -0.0900, -0.1336], [-0.7213, 0.1377, 0.1364], [-0.8225, -2.0484, -0.9151], [0.5941, -1.8707, -0.4727], [-2.4948, -1.5623, -0.9568], [1.5041, -0.1033, 0.7421], [0.7660, 1.3128, 0.0485], [-1.8795, 0.6177, 2.8166], [0.7889, -1.6217, -1.8819], [-1.4848, 1.2793, -0.7127], [0.2172, -0.0733, 1.2401], [0.7075, -0.7704, -0.1095], [0.7819, -0.2665, -0.0976], [-1.8701, 2.2136, 0.3233], [1.0937, 1.3036, -0.9876], [0.0427, 0.2383, 0.0685], [-0.7777, -0.0700, 0.1255], [-0.0642, -0.5928, 0.0804], [0.8692, 0.1574, -0.0637], [1.0247, 0.0083, 0.8677], [0.6663, -0.0308, -0.4076], [-0.1591, 0.1169, -0.0846], [-0.6385, -0.5666, 0.0261], [1.3657, 2.5576, 0.7896], [0.0436, 0.5686, 0.0690], [-0.6940, 1.7168, 1.0067], [0.6449, 0.0196, -0.8466], [-0.4728, 0.3732, 0.9882], [-0.8664, 0.2594, -0.3775], [0.0325, 1.4138, 0.3196], [0.3841, -0.3714, 1.5314], [0.2622, -1.7975, -0.0598]]}


Relative energy (zero: lowest compared OMol25 entry of this formula, charge and spin)? In order: 0.0; 77.6 kcal/mol.
Maximum force? In order: 1.366; 5.854 eV Å⁻¹.